Entry 1:
DFT (ωB97M-V/def2-TZVPD) results for 2 unconnected molecules or ions with the total composition C3H7ClOS in a non-equilibrium geometry.

ORCA input file:
```
! wB97M-V def2-TZVPD RIJCOSX def2/J DEFGRID3
* xyz 0 1
C -1.59 0.17 -0.62
C -0.22 -0.43 -0.58
C 0.60 -0.08 0.55
O 1.02 1.23 0.61
S 1.94 -1.19 0.88
Cl 0.75 -0.11 -2.12
H -2.08 -0.27 0.28
H -1.80 1.22 -0.47
H -2.03 -0.15 -1.63
H -0.35 -1.49 -0.73
H -0.03 0.02 2.04
H 1.33 1.55 -0.22
H 2.47 -0.48 1.98
*
```

Values from the calculation:
- highest occupied orbital energy (eV) = -9.03
- LUMO level (eV) = 0.1660
- energy above the lowest of the compared OMol25 structures with the same formula, charge and spin (eV) = 2.758

Entry 2:
DFT (ωB97M-V/def2-TZVPD) results for 2 unconnected molecules or ions with the total composition C3H7ClOSi in a non-equilibrium geometry.

ORCA input file:
```
! wB97M-V def2-TZVPD RIJCOSX def2/J DEFGRID3
* xyz 0 1
C -1.08 1.69 -0.78
C -0.72 -1.23 1.10
C -0.04 -0.80 -0.14
O -1.46 2.38 0.10
Si 1.56 0.14 -0.23
Cl -1.08 2.05 -2.45
H -1.80 -1.07 1.04
H -0.32 -0.73 1.97
H -0.57 -2.31 1.22
H -0.48 -1.17 -1.06
H 2.70 -0.78 -0.06
H 1.62 1.12 0.85
H 1.67 0.74 -1.56
*
```

Values from the calculation:
- highest occupied orbital energy (spin up / spin down) (eV) = -8.31 / -8.92
- LUMO level (spin up / spin down) (eV) = -0.9669 / -0.1576
- energy above the lowest of the compared OMol25 structures with the same formula, charge and spin (eV) = 5.719

Entry 3:
DFT (ωB97M-V/def2-TZVPD) results for 2 unconnected molecules or ions with the total composition C3H7ClS in a non-equilibrium geometry.

ORCA input file:
```
! wB97M-V def2-TZVPD RIJCOSX def2/J DEFGRID3
* xyz 0 1
C 1.53 0.50 -0.93
C -1.86 0.09 1.31
C 0.87 -0.80 -0.68
S -1.86 0.31 -0.54
Cl 1.49 -1.72 0.52
H 2.51 0.41 -1.30
H 1.76 1.11 -0.14
H 0.84 1.07 -1.63
H -0.91 0.29 1.56
H -2.14 -0.83 1.65
H -2.51 0.84 1.63
H 0.28 -1.28 -1.44
*
```

Values from the calculation:
- highest occupied orbital energy (spin up / spin down) (eV) = -8.79 / -8.11
- LUMO level (spin up / spin down) (eV) = -0.1098 / -1.3450
- energy above the lowest of the compared OMol25 structures with the same formula, charge and spin (eV) = 3.210